{"formula": "C17H21CrN8O2S5Se", "method": "ωB97M-V/def2-TZVPD", "symbols": ["Se", "Cr", "S", "S", "S", "S", "S", "O", "O", "N", "N", "N", "N", "N", "N", "N", "N", "C", "C", "C", "C", "C", "C", "C", "C", "C", "C", "C", "C", "C", "C", "C", "C", "C", "H", "H", "H", "H", "H", "H", "H", "H", "H", "H", "H", "H", "H", "H", "H", "H", "H", "H", "H", "H", "H"], "xyz": [[-2.73, -0.10, 2.26], [1.33, -1.06, -0.88], [1.78, -0.47, -3.33], [0.40, 1.53, -5.04], [-1.14, 2.74, -2.87], [-0.15, 0.82, -0.77], [2.97, -2.76, -0.65], [2.70, 0.13, -0.09], [-1.30, 3.49, -5.40], [-2.45, 2.46, 1.02], [3.17, 1.92, -1.42], [4.10, -2.49, 1.81], [0.85, -1.94, 0.88], [1.89, -2.09, 1.79], [-0.50, -2.16, -1.26], [-0.73, 1.98, 2.26], [3.59, 1.92, 0.84], [-1.18, -2.18, -2.39], [-1.93, 1.50, 1.82], [-0.78, 2.77, -4.61], [-2.37, -3.04, -0.09], [-1.52, 3.49, 0.88], [0.60, 0.84, -3.45], [-1.07, -2.61, -0.12], [-2.52, -2.54, -2.41], [-0.11, 1.39, -2.44], [3.10, 1.29, -0.25], [-3.14, -2.95, -1.24], [-0.46, 3.19, 1.63], [-3.69, 2.37, 0.29], [-0.50, -3.39, 2.31], [0.24, 1.26, 3.03], [2.94, -2.42, 1.11], [-0.23, -2.57, 1.07], [2.76, 1.44, -2.22], [4.00, -2.48, 2.81], [-2.83, -3.35, 0.83], [0.80, 0.58, 2.40], [-3.74, 3.24, -0.35], [0.49, 3.67, 1.74], [-1.56, -3.49, 2.51], [-0.08, -4.40, 2.19], [-0.24, 0.73, 3.84], [0.97, 1.94, 3.43], [0.03, -2.91, 3.17], [-3.73, 1.48, -0.32], [-1.64, 4.28, 0.16], [3.14, 2.93, -1.46], [4.31, 2.63, 0.72], [4.92, -2.91, 1.40], [-0.66, -1.81, -3.28], [-4.20, -3.15, -1.17], [3.74, 1.34, 1.65], [-3.06, -2.43, -3.32], [-4.57, 2.35, 0.94]], "mulliken_charge": [-0.2869, 0.0427, -0.5817, -0.2021, -0.0769, 0.4063, -0.4124, -0.1803, -0.5718, 0.3727, -0.2864, -0.4442, 1.4997, -1.1310, 0.4798, 0.3451, -0.4408, -0.2523, -0.4578, 0.4529, -0.6246, -0.5184, -0.0675, 0.7352, -0.8519, -0.1566, 0.5059, -0.4946, -0.4880, -1.0006, -1.6139, -1.0877, 0.4293, -0.0762, 0.0213, 0.2435, 0.3223, 0.3406, 0.3633, 0.4527, 0.4426, 0.3210, 0.3701, 0.3252, 0.3533, 0.3509, 0.5145, 0.2424, 0.2082, 0.2202, 0.4486, 0.4280, 0.2637, 0.4680, 0.3343], "multiplicity": 4, "s2": 3.806, "fmax_ev_per_a": 1.535, "e_homo_ev": [-6.84, -6.93], "e_above_lowest_kj_mol": 23.9}

---

{"formula": "C32H68N4O14", "method": "ωB97M-V/def2-TZVPD", "symbols": ["O", "O", "O", "O", "O", "O", "O", "O", "O", "O", "O", "O", "O", "O", "N", "N", "N", "N", "C", "C", "C", "C", "C", "C", "C", "C", "C", "C", "C", "C", "C", "C", "C", "C", "C", "C", "C", "C", "C", "C", "C", "C", "C", "C", "C", "C", "C", "C", "C", "C", "H", "H", "H", "H", "H", "H", "H", "H", "H", "H", "H", "H", "H", "H", "H", "H", "H", "H", "H", "H", "H", "H", "H", "H", "H", "H", "H", "H", "H", "H", "H", "H", "H", "H", "H", "H", "H", "H", "H", "H", "H", "H", "H", "H", "H", "H", "H", "H", "H", "H", "H", "H", "H", "H", "H", "H", "H", "H", "H", "H", "H", "H", "H", "H", "H", "H", "H", "H"], "xyz": [[2.66, 0.91, 5.35], [1.66, -0.90, -3.14], [-2.60, -4.39, 5.56], [-4.67, -0.51, -2.35], [1.01, -1.28, 1.10], [-2.19, 8.06, 1.42], [-1.01, -6.33, -0.56], [5.99, 0.36, -1.00], [-3.87, 6.67, -3.43], [3.01, -2.60, -2.31], [4.16, -0.41, 4.31], [-2.62, -4.71, 0.06], [-1.48, 6.66, -0.24], [-6.21, -0.96, -0.76], [-0.66, -3.77, 4.60], [5.09, 2.40, -1.36], [-0.21, -0.09, -0.30], [-3.13, 4.64, -3.48], [-5.40, 0.48, 0.83], [0.01, -1.12, 0.48], [-6.40, 0.39, -0.32], [-1.61, -5.43, 0.23], [4.19, -1.81, -2.07], [-1.60, -6.82, -1.77], [-0.51, -7.42, -2.57], [0.63, -3.04, -2.64], [6.11, 1.52, -1.36], [3.65, -0.16, 2.98], [-3.53, 5.74, -4.11], [-5.23, -1.24, -1.56], [-4.79, -2.65, -1.35], [4.33, -0.05, 6.69], [-2.26, 7.60, 0.28], [3.69, 0.21, 5.39], [4.46, -0.85, 1.92], [5.04, -1.77, -3.30], [-3.45, 4.41, -2.03], [-0.38, 6.15, 0.49], [0.28, -2.77, 4.13], [0.65, 1.10, -0.49], [3.75, 2.16, -0.88], [5.40, 3.71, -1.88], [-0.83, -5.26, 1.46], [-3.18, 8.29, -0.81], [-1.48, 0.09, -0.99], [-1.90, -3.49, 5.08], [-0.36, 4.59, 0.51], [1.83, -2.03, -2.78], [0.07, -5.06, 4.99], [-2.64, 3.50, -4.24], [0.52, 6.58, 0.05], [0.18, -8.09, -2.05], [-0.43, -6.25, 1.68], [5.21, -2.81, -3.58], [-2.03, -0.85, -1.05], [-2.81, 8.42, -1.83], [-0.97, -8.05, -3.33], [-2.02, 3.66, -5.12], [1.33, 1.06, -1.34], [3.07, 2.15, -1.73], [4.03, -0.83, 0.92], [3.50, 0.90, 2.79], [-0.14, -1.88, 3.65], [-3.47, 2.84, -4.49], [0.59, 4.12, 0.80], [0.98, -4.93, 5.57], [-1.47, -5.01, 2.30], [0.82, -4.00, -3.12], [6.98, 2.07, -1.76], [-4.42, 0.40, 0.37], [-2.48, -7.40, -1.50], [-5.38, 1.40, 1.42], [-1.93, 0.91, -0.42], [6.42, 3.98, -2.17], [-0.80, -1.86, 0.42], [-5.74, -3.17, -1.28], [-4.12, -3.00, -2.13], [3.83, -0.82, -1.79], [0.55, -3.25, -1.58], [-4.14, 7.79, -0.86], [0.50, -5.52, 4.10], [-1.24, 4.24, 1.05], [4.53, -1.09, 6.93], [-2.74, 3.70, -1.61], [4.66, -1.90, 2.11], [-0.56, -5.79, 5.50], [-3.39, 5.77, -5.20], [2.59, -0.43, 2.97], [4.60, -2.19, -1.13], [4.76, 4.01, -2.72], [-0.19, -2.50, -3.10], [-2.27, -2.45, 5.04], [0.05, 2.00, -0.37], [-1.99, 2.93, -3.58], [-3.41, 9.32, -0.54], [-4.23, -2.83, -0.43], [0.93, -3.22, 3.38], [-0.48, 4.20, -0.51], [5.22, 0.56, 6.81], [3.59, 1.16, -0.47], [3.30, 2.97, -0.31], [-0.09, -4.47, 1.47], [6.04, -1.37, -3.10], [5.15, 4.35, -1.03], [-0.30, 6.44, 1.53], [-5.37, -0.29, 1.60], [-1.97, -5.98, -2.37], [4.61, -1.24, -4.15], [1.20, 1.11, 0.45], [3.61, 0.09, 7.50], [-1.34, 0.56, -1.96], [-7.38, 0.54, 0.14], [0.87, -2.36, 4.95], [-3.43, 5.20, -1.29], [-4.38, 3.85, -1.92], [5.44, -0.38, 1.93], [-6.17, 1.10, -1.11], [0.22, -6.89, -3.19]], "mulliken_charge": [-0.5987, -0.5989, -0.6078, -0.6242, -0.5344, -0.6034, -0.2260, -0.5175, -0.5384, -0.3515, -0.3490, -0.6439, -0.2323, -0.3505, 0.3696, 0.2324, 0.3588, 0.1708, -0.6606, 0.0481, -0.1717, 0.3695, 0.5735, -0.0823, -1.2728, -0.7940, 0.0844, -0.0294, 0.0496, 0.7921, -0.8995, -1.1150, 0.8005, 0.7964, -0.6897, -1.3199, -0.4851, -0.5148, -1.2685, -0.3977, -0.6087, -1.0275, -0.5310, -1.0376, -0.9262, 0.1017, -0.9302, 0.7136, -0.9195, -0.8005, 0.3264, 0.3270, 0.3803, 0.3703, 0.2736, 0.2886, 0.3884, 0.3458, 0.0586, 0.4526, -0.1431, 0.2625, 0.2834, 0.3724, 0.4597, 0.3504, 0.2117, 0.4444, 0.2679, -0.1600, 0.3856, 0.4099, 0.3838, 0.3372, 0.2454, 0.4517, 0.2444, -0.3019, -0.0246, 0.2541, 0.2570, 0.2839, 0.3299, -0.0614, 0.4237, 0.3099, 0.3393, 0.1405, 0.3451, 0.3108, 0.3301, 0.3612, -0.2126, 0.1130, 0.3918, 0.1738, 0.3028, 0.1343, 0.2756, -0.1422, 0.3096, 0.1640, 0.3893, 0.3652, 0.3826, 0.3237, 0.1867, 0.2814, 0.3134, 0.3426, 0.2056, 0.2876, 0.5036, 0.0482, 0.4273, 0.3636, 0.2544, 0.2960], "fmax_ev_per_a": 4.105, "e_homo_ev": -9.21, "e_above_lowest_kj_mol": 43.8, "smiles": "CCOC(C)=O.CCOC(C)=O.CCOC(C)=O.CCOC(C)=O.CCOC(C)=O.CN(C)C=O.CN(C)C=O.CN(C)C=O.CN(C)C=O"}

---

{"formula": "C3H3N5", "method": "ωB97M-V/def2-TZVPD", "symbols": ["N", "N", "N", "N", "N", "C", "C", "C", "H", "H", "H"], "xyz": [[-0.43, -1.21, -0.64], [0.77, 1.39, -0.37], [-2.41, -0.01, 0.59], [1.70, -0.66, 0.50], [0.75, -1.41, -0.34], [1.52, 0.54, 0.45], [-1.21, -0.01, 0.03], [-0.58, 1.35, -0.32], [-2.59, -1.11, 0.79], [2.29, 1.08, 0.95], [-0.81, 2.03, -0.95]], "mulliken_charge": [-0.0797, -0.4884, -0.5609, -0.1987, -0.1287, 0.0492, 0.3218, -0.0411, 0.3081, 0.3856, 0.4328], "fmax_ev_per_a": 9.373, "e_homo_ev": -9.70, "e_above_lowest_kj_mol": 472.3, "smiles": "[H]/N=c1/cncnnn1"}

---

{"formula": "C4H12N2O", "method": "ωB97M-V/def2-TZVPD", "symbols": ["O", "N", "N", "C", "C", "C", "C", "H", "H", "H", "H", "H", "H", "H", "H", "H", "H", "H", "H"], "xyz": [[-1.00, -1.00, -0.01], [0.16, 1.03, -1.61], [-1.60, 1.43, -0.20], [0.05, -1.42, 0.82], [-0.56, 1.81, -0.81], [1.58, 1.37, -1.69], [-0.49, -2.30, 1.94], [-0.86, -3.24, 1.53], [-0.09, 2.79, -0.64], [-1.33, -1.79, 2.40], [0.57, -0.55, 1.23], [-0.16, 0.08, -1.42], [-1.35, -0.02, 0.14], [1.80, 2.33, -1.24], [0.27, -2.53, 2.69], [2.19, 0.61, -1.21], [1.89, 1.39, -2.73], [-1.83, 2.00, 0.60], [0.77, -1.98, 0.21]], "mulliken_charge": [-0.6825, -0.2655, -0.6343, -0.1269, -0.0402, -0.8435, -1.1424, 0.2680, 0.3479, 0.3016, 0.2464, 0.4243, 0.4144, 0.3567, 0.3584, 0.2485, 0.2824, 0.2213, 0.2653], "fmax_ev_per_a": 1.649, "e_homo_ev": -9.28, "e_above_lowest_kj_mol": 170.8, "smiles": "[H]/N=C/NC.CCO"}

---

{"formula": "C18H31F5InN6O4Te", "method": "ωB97M-V/def2-TZVPD", "symbols": ["Te", "In", "F", "F", "F", "F", "F", "O", "O", "O", "O", "N", "N", "N", "N", "N", "N", "C", "C", "C", "C", "C", "C", "C", "C", "C", "C", "C", "C", "C", "C", "C", "C", "C", "C", "H", "H", "H", "H", "H", "H", "H", "H", "H", "H", "H", "H", "H", "H", "H", "H", "H", "H", "H", "H", "H", "H", "H", "H", "H", "H", "H", "H", "H", "H", "H"], "xyz": [[1.73, -0.57, -0.33], [-0.34, 0.17, 1.75], [1.52, 0.07, -2.17], [2.39, 0.13, 1.50], [2.97, -1.93, 0.18], [3.31, 0.46, -0.65], [0.85, -1.66, 1.43], [-4.81, 1.15, -1.99], [2.22, -2.42, -2.34], [-1.51, -1.54, -0.03], [0.39, 0.65, -0.05], [-4.63, 3.41, -1.81], [-1.49, -1.49, 2.93], [0.58, 2.30, 2.22], [0.49, -1.97, -1.02], [0.60, 0.06, 3.88], [-2.35, 1.10, 1.51], [-2.76, 1.41, 0.29], [-0.84, -2.06, -0.91], [-5.21, 5.54, -0.70], [-4.43, 1.84, 2.40], [-3.16, 1.30, 2.54], [-1.31, -2.95, -2.05], [1.40, 1.23, 4.23], [-4.86, 2.18, 1.13], [0.80, 2.51, 3.64], [-1.22, -1.50, 4.36], [-4.12, 4.55, -1.08], [-4.52, 2.15, -1.37], [-6.63, 3.62, -3.28], [1.06, -2.59, -2.10], [-5.11, 3.62, -3.17], [-0.03, -3.40, -2.77], [-4.01, 1.96, 0.05], [-0.50, -0.21, 4.79], [-7.03, 2.63, -3.07], [-6.02, 5.04, -0.17], [-1.18, 0.64, 4.75], [0.17, -4.46, -2.63], [-2.14, -1.59, 4.94], [1.48, 2.18, 1.74], [-0.16, -0.33, 5.82], [-4.79, 6.30, -0.04], [-2.05, 1.21, -0.50], [-4.70, 4.56, -3.53], [-4.72, 2.80, -3.79], [-1.09, -2.31, 2.47], [-3.37, 5.05, -1.69], [2.39, 1.09, 3.80], [-1.97, -2.36, -2.70], [-5.61, 6.04, -1.58], [-0.58, -2.35, 4.61], [0.12, 3.09, 1.78], [1.50, 3.33, 3.83], [1.21, -0.76, 3.83], [-3.64, 4.18, -0.17], [-7.08, 4.33, -2.60], [1.48, 1.34, 5.32], [-5.84, 2.60, 0.98], [-5.05, 1.98, 3.27], [-6.91, 3.89, -4.30], [-1.90, -3.79, -1.67], [-2.78, 1.00, 3.51], [-0.16, 2.75, 4.11], [-0.03, -3.20, -3.84], [-2.48, -1.48, 2.70]], "mulliken_charge": [0.8431, 2.3803, -0.4210, -0.5535, -0.3403, -0.3121, -0.7756, -0.6313, -0.4952, -0.4046, -0.7444, 0.2282, -0.4228, -0.4111, 0.6363, -0.2670, -0.1285, 0.0914, 0.0121, -1.1834, -1.3851, 0.2250, -0.5253, -0.7847, 0.0943, -0.6974, -0.8246, -0.5074, 0.1867, -1.0921, 0.5865, -0.7675, -0.5696, -0.8162, -0.7383, 0.3123, 0.2675, 0.3379, 0.2647, 0.3916, 0.2519, 0.5178, 0.4126, 0.7601, 0.4159, 0.4036, 0.2794, 0.4269, 0.3897, 0.3043, 0.3246, 0.3778, 0.2514, 0.4558, 0.3242, 0.3101, 0.2841, 0.4481, 0.5991, 0.4855, 0.3838, 0.3436, 0.2338, 0.3179, 0.3376, 0.3013], "fmax_ev_per_a": 4.857, "e_homo_ev": -12.05, "e_above_lowest_kj_mol": 263.8, "charge": 1}

---

{"formula": "C3H3NOS", "method": "ωB97M-V/def2-TZVPD", "symbols": ["S", "O", "N", "C", "C", "C", "H", "H", "H"], "xyz": [[1.48, -2.52, -0.13], [0.88, 0.27, 0.97], [-0.74, 0.68, -0.59], [-0.64, -0.59, -0.73], [0.06, 1.18, 0.51], [0.46, -1.33, -0.17], [0.50, 2.09, 0.23], [-1.31, -1.22, -1.38], [-0.68, 1.43, 1.29]], "mulliken_charge": [-0.2212, -0.5389, -0.4308, -0.0428, -0.1489, 0.4910, 0.3236, 0.3119, 0.2561], "fmax_ev_per_a": 3.908, "e_homo_ev": -9.38, "e_above_lowest_kj_mol": 296.4}

---

{"formula": "C5H6O", "method": "ωB97M-V/def2-TZVPD", "symbols": ["O", "C", "C", "C", "C", "C", "H", "H", "H", "H", "H", "H"], "xyz": [[-1.97, 0.31, 0.34], [1.48, -0.67, 0.06], [-0.55, 0.07, 0.53], [0.16, -1.28, 0.32], [-1.06, 0.78, -0.63], [1.95, 0.43, -0.11], [-0.14, 0.58, 1.39], [-0.23, -1.82, -0.55], [-0.93, 1.86, -0.74], [2.26, 1.44, -0.25], [-1.07, 0.22, -1.57], [0.11, -1.92, 1.20]], "mulliken_charge": [-0.4467, -0.3460, -0.1271, -0.4159, -0.3435, -0.1789, 0.4447, 0.2635, 0.2762, 0.3829, 0.2102, 0.2806], "fmax_ev_per_a": 1.248, "e_homo_ev": -10.03, "e_above_lowest_kj_mol": 363.0, "smiles": "C#CC[C@H]1CO1"}

---

{"formula": "C27H22F2N", "method": "ωB97M-V/def2-TZVPD", "symbols": ["F", "F", "N", "C", "C", "C", "C", "C", "C", "C", "C", "C", "C", "C", "C", "C", "C", "C", "C", "C", "C", "C", "C", "C", "C", "C", "C", "C", "C", "C", "H", "H", "H", "H", "H", "H", "H", "H", "H", "H", "H", "H", "H", "H", "H", "H", "H", "H", "H", "H", "H", "H"], "xyz": [[-2.58, -4.45, -1.47], [-2.23, -2.65, 4.17], [-1.80, 3.93, -0.82], [-2.79, -3.11, -1.71], [-2.45, -1.42, 3.61], [-2.61, -1.35, 2.24], [-3.30, -1.31, -3.21], [-4.32, 4.46, -0.98], [-3.16, 3.52, -1.27], [-2.72, -2.25, -0.63], [2.61, 5.49, -2.40], [1.55, 4.59, -2.26], [-0.79, 4.00, -1.59], [-6.27, 5.72, -1.71], [-5.83, 5.43, 0.65], [-2.75, 0.96, 3.83], [-2.50, -0.29, 4.43], [-2.80, -0.08, 1.61], [0.07, 6.40, -1.63], [-6.64, 5.93, -0.38], [-3.05, -2.68, -3.00], [-2.90, 0.12, 0.21], [-2.90, 1.06, 2.45], [-3.27, -0.42, -2.14], [-2.96, -0.85, -0.82], [2.40, 6.86, -2.16], [1.12, 7.31, -1.80], [-4.67, 4.71, 0.35], [-5.12, 4.98, -2.01], [0.29, 5.01, -1.80], [-0.59, 3.12, -2.24], [-2.50, -2.67, 0.34], [-7.55, 6.46, -0.13], [-3.14, 3.29, -2.35], [-3.03, -3.39, -3.82], [-4.82, 4.83, -3.06], [-3.35, 2.58, -0.73], [-3.12, 2.03, 1.98], [3.22, 7.57, -2.26], [-0.93, 6.74, -1.34], [-2.63, -2.28, 1.70], [-2.34, -0.40, 5.50], [-3.52, -0.94, -4.21], [3.60, 5.14, -2.69], [0.95, 8.37, -1.65], [-3.07, 1.14, -0.10], [-3.51, 0.64, -2.29], [1.71, 3.53, -2.47], [-6.09, 5.60, 1.69], [-2.84, 1.85, 4.45], [-4.00, 4.35, 1.14], [-6.88, 6.13, -2.51]], "mulliken_charge": [-0.2832, -0.2848, -0.3775, 0.0658, -0.0115, -0.5077, -0.6758, 0.6565, -0.5400, -0.6576, -0.5209, -0.4236, -0.1596, -0.5797, -0.5492, -0.6301, -0.3948, 0.7404, -0.3469, -0.4458, -0.4343, 0.1910, -0.3075, -0.2952, 0.9840, -0.4118, -0.4813, -0.5152, -0.3804, 0.5219, 0.2462, 0.4833, 0.3883, 0.5411, 0.4655, 0.3508, -0.5356, 0.3919, 0.3622, 0.3994, 0.4808, 0.4660, 0.4345, 0.3671, 0.3660, 0.6102, 0.3293, 0.3244, 0.3731, 0.4297, 0.3966, 0.3835], "fmax_ev_per_a": 3.433, "e_homo_ev": -10.76, "e_above_lowest_kj_mol": 115.4, "charge": 1}

---

Please write out number 4 again, unchanged.
{"formula": "C4H12N2O", "method": "ωB97M-V/def2-TZVPD", "symbols": ["O", "N", "N", "C", "C", "C", "C", "H", "H", "H", "H", "H", "H", "H", "H", "H", "H", "H", "H"], "xyz": [[-1.00, -1.00, -0.01], [0.16, 1.03, -1.61], [-1.60, 1.43, -0.20], [0.05, -1.42, 0.82], [-0.56, 1.81, -0.81], [1.58, 1.37, -1.69], [-0.49, -2.30, 1.94], [-0.86, -3.24, 1.53], [-0.09, 2.79, -0.64], [-1.33, -1.79, 2.40], [0.57, -0.55, 1.23], [-0.16, 0.08, -1.42], [-1.35, -0.02, 0.14], [1.80, 2.33, -1.24], [0.27, -2.53, 2.69], [2.19, 0.61, -1.21], [1.89, 1.39, -2.73], [-1.83, 2.00, 0.60], [0.77, -1.98, 0.21]], "mulliken_charge": [-0.6825, -0.2655, -0.6343, -0.1269, -0.0402, -0.8435, -1.1424, 0.2680, 0.3479, 0.3016, 0.2464, 0.4243, 0.4144, 0.3567, 0.3584, 0.2485, 0.2824, 0.2213, 0.2653], "fmax_ev_per_a": 1.649, "e_homo_ev": -9.28, "e_above_lowest_kj_mol": 170.8, "smiles": "[H]/N=C/NC.CCO"}